# 1
C2ClF2OS | ωB97M-V/def2-TZVPD

Cartesian coordinates (Å):
1 C -0.851248 0.115702 -0.540963
2 C 0.451807 0.012976 0.403365
3 O -0.787576 0.638716 -1.630770
4 F 0.498741 -0.874401 1.426462
5 F 0.645974 1.188594 0.954730
6 S -2.198542 -0.701292 0.106615
7 Cl 2.240846 -0.380297 -0.719438

Forces on the atoms, in the same order (eV/Å):
-0.6212 -1.7956 -0.5088
0.9107 -0.6004 -0.0699
1.0004 0.6223 0.4299
-0.0167 0.5814 -1.5762
0.5042 0.5592 0.0206
0.2333 0.2349 0.4749
-2.0108 0.3982 1.2294

Values from the calculation:
- HOMO: -0.1516 Ha
- LUMO level: 3.46 eV
- SMILES: [O-]C(=S)C(F)(F)Cl
- Energy relative to the best compared isomer or geometry (same formula, charge and spin): 0.706 eV
- Total charge: -1
- DFT total energy: -1209.62104 hartree

=====

# 2
C4H6ClFS2 | ωB97M-V/def2-TZVPD

Cartesian coordinates (Å):
1 C 2.756407 -0.479276 0.234383
2 C 0.084585 0.402144 -0.233796
3 C -1.277905 0.308692 -0.652636
4 C -2.143012 -0.234987 0.345663
5 H 3.264287 -1.520408 0.576530
6 H 3.178109 0.556186 0.850898
7 H 3.322651 -0.233408 -0.869356
8 H -1.520365 1.371136 -0.791409
9 H -1.462123 -0.288535 -1.568859
10 H -2.115367 -1.386533 0.751861
11 F -1.903784 0.603346 1.360383
12 S 1.067003 -1.062082 0.094223
13 S 0.612445 2.065123 0.021753
14 Cl -3.862935 -0.101402 -0.119644

Forces on the atoms, in the same order (eV/Å):
4.4400 0.7733 -1.1506
4.5099 2.8932 1.3941
-0.8047 -0.6306 -3.8122
-2.0079 -3.0793 2.6468
-0.8049 2.7388 -0.4350
-2.0363 -3.3510 -1.1686
-2.0562 -0.8753 2.7675
-0.7346 -0.5917 -0.3278
0.5595 0.4717 0.0464
0.6795 2.8491 -1.2394
-0.6525 0.2951 2.3857
-0.7391 2.0709 -0.3936
-0.2010 -3.6645 -0.5302
-0.1518 0.1003 -0.1830

Values from the calculation:
- HOMO: -0.3250 Ha
- LUMO level: -0.77 eV
- SMILES: CSC(=S)C[C@@H](F)Cl
- Energy relative to the best compared isomer or geometry (same formula, charge and spin): 2.480 eV
- Total charge: 0
- DFT total energy: -1512.33930 hartree

=====

# 3
C2H4ClOPS2 | ωB97M-V/def2-TZVPD

Cartesian coordinates (Å):
1 C 0.173365 0.988010 -0.203842
2 C -1.219060 0.535254 0.304208
3 O 1.186187 0.137356 0.328191
4 P 0.882582 -1.446301 0.265035
5 S 2.308274 -2.195720 1.312199
6 S -2.578876 0.797560 -0.783803
7 Cl 1.017114 -1.885712 -1.725393
8 H 0.192220 1.014832 -1.268124
9 H 0.333643 2.015959 0.015621
10 H -1.108041 -0.662597 0.369828
11 H -1.187407 0.701358 1.386079

Forces on the atoms, in the same order (eV/Å):
-1.3002 -0.5584 -0.2363
1.5202 -1.7314 -0.1752
-0.4684 0.6916 -0.1956
1.1617 0.1882 0.3337
-0.0594 -0.6800 0.2261
0.2260 0.0927 0.8008
-0.2062 0.0236 -0.1592
0.0452 -0.6594 -1.0883
0.5681 0.7263 1.0435
-0.4019 1.4197 -0.5052
-1.0851 0.4871 -0.0442

Values from the calculation:
- HOMO (alpha / beta): -0.3349 / -0.3570 Ha
- LUMO level (alpha / beta): -2.45 / -2.67 eV
- Energy relative to the best compared isomer or geometry (same formula, charge and spin): 2.944 eV
- Total charge: 0
- DFT total energy: -1751.71741 hartree

=====

# 4
C10H16INO2 | ωB97M-V/def2-TZVPD

Cartesian coordinates (Å):
1 C -0.016541 0.163049 1.226041
2 C -1.131060 0.094840 0.430725
3 C -1.072263 1.306072 -0.411016
4 C -2.028844 -2.162837 1.157060
5 C -2.228222 -1.451891 -1.167721
6 C -3.592589 -0.257419 0.452868
7 C 2.670146 2.304784 -0.984700
8 C 3.559445 1.879865 1.423498
9 C -2.206675 -0.955947 0.255853
10 C 3.098158 1.382209 0.090130
11 N 0.649092 1.353451 1.053063
12 O -1.680631 1.694884 -1.342409
13 O 0.059257 2.033894 0.008204
14 I 3.217366 -0.708170 -0.305197
15 H 0.239576 -0.514173 1.888130
16 H -2.567907 -2.967480 0.933315
17 H -1.083405 -2.530741 1.377478
18 H -2.488071 -1.700262 2.077647
19 H -1.377614 -2.198554 -1.193919
20 H -2.315133 -0.661642 -2.000329
21 H -3.081008 -2.035592 -1.296400
22 H -4.104774 -0.761561 1.297873
23 H -4.101565 -0.323474 -0.546305
24 H -3.667822 0.718372 0.781996
25 H 3.265670 2.169798 -1.897136
26 H 1.659644 2.099215 -1.151251
27 H 2.845988 3.326306 -0.716722
28 H 3.745866 2.967711 1.386192
29 H 4.514495 1.364465 1.686637
30 H 2.920111 1.657310 2.231477

Forces on the atoms, in the same order (eV/Å):
-2.0412 4.0960 -3.9080
0.2272 -0.1577 -0.3726
1.2704 -0.5499 0.9141
-0.6023 4.8944 2.9288
2.2244 0.2244 -1.4083
-0.7143 -2.6220 -0.5010
2.1876 -0.8055 -0.3315
2.0817 -0.3275 -1.0045
0.0466 1.4902 -0.8215
-0.2827 -0.2295 0.7796
0.2999 -0.4293 0.3409
-1.2997 0.4235 -1.1427
-0.7208 -0.9996 1.1087
0.0032 0.9759 0.0941
1.7131 -2.8987 3.3104
-2.6912 -3.0586 -1.4010
2.1520 -0.0877 0.1412
0.7961 -1.2687 -0.0484
-0.5175 1.1096 -0.9907
0.8287 -1.1250 1.3673
-1.6390 -1.1494 -0.0699
-0.2843 -0.2661 -0.9380
-0.1438 0.0464 1.3856
0.7453 2.3997 0.3340
-0.2633 -0.2847 -0.0476
-1.4701 0.1481 -0.8941
-0.2360 0.6251 0.5032
-0.1489 -0.4624 0.0060
-0.3813 0.4972 -0.1635
-1.1399 -0.2081 0.8295

Values from the calculation:
- HOMO (alpha / beta): -0.2675 / -0.3242 Ha
- LUMO level (alpha / beta): -1.67 / 0.27 eV
- Energy relative to the best compared isomer or geometry (same formula, charge and spin): 3.449 eV
- Total charge: 0
- DFT total energy: -893.37341 hartree

=====

# 5
C26H25N4OS3SiW | ωB97M-V/def2-TZVPD

Cartesian coordinates (Å):
1 W 1.143001 -1.943626 0.333241
2 S 2.647835 -3.350636 -0.694777
3 C 3.170242 -2.786422 0.902192
4 S 1.997826 -2.988235 2.208654
5 C 4.310783 -1.986334 1.056943
6 C 4.618647 -1.392386 2.315533
7 N 4.832681 -0.888900 3.328285
8 C 5.139034 -1.686367 -0.057918
9 N 5.786091 -1.413786 -0.970827
10 C 3.294518 2.642684 0.325205
11 C 2.148639 2.465189 -0.681873
12 C 2.688741 1.859876 -1.987288
13 C 1.486654 3.819010 -0.969793
14 Si 0.919012 1.277416 0.037560
15 O 1.716983 -0.194951 0.288435
16 C 0.125525 1.718534 1.655335
17 C -0.624251 2.891657 1.794626
18 C -1.282712 3.180233 2.981436
19 C -1.201513 2.302122 4.053420
20 C -0.450189 1.140678 3.941886
21 C 0.208136 0.854473 2.753231
22 C -0.392288 0.669790 -1.167605
23 C -1.622274 1.309463 -1.340779
24 C -2.558545 0.829863 -2.244717
25 C -2.290860 -0.307219 -2.999217
26 C -1.086692 -0.968676 -2.839650
27 C -0.148805 -0.484426 -1.928294
28 H 4.029955 3.344818 -0.077463
29 H 3.813159 1.700434 0.520127
30 H 2.942578 3.040533 1.279969
31 H 3.456628 2.519217 -2.401812
32 H 1.904741 1.751804 -2.740902
33 H 3.153108 0.883003 -1.827049
34 H 2.205668 4.475436 -1.467794
35 H 1.170091 4.320773 -0.052059
36 H 0.620874 3.722929 -1.632028
37 H -0.696538 3.597699 0.972737
38 H -1.855285 4.094179 3.071331
39 H -1.711237 2.530744 4.980265
40 H -0.360334 0.468696 4.785924
41 H 0.833420 -0.030875 2.709001
42 H -1.860402 2.189365 -0.754404
43 H -3.504350 1.341687 -2.362741
44 H -3.019844 -0.665444 -3.714991
45 H -0.856823 -1.839579 -3.442381
46 H 0.840925 -0.946485 -1.944138
47 N -5.376239 -3.316080 -1.236264
48 C -4.669023 -2.301134 -0.715495
49 S -5.264288 -0.798260 -0.463700
50 C -3.241407 -2.622895 -0.393768
51 C -2.505239 -3.524674 -1.170388
52 C -1.166989 -3.723647 -0.908671
53 N -0.574023 -3.159661 0.151385
54 C -1.317963 -2.381517 0.979928
55 C -2.617720 -2.017713 0.687995
56 H -6.352015 -3.158636 -1.434343
57 H -5.059866 -4.270595 -1.182257
58 H -2.948122 -4.009615 -2.030081
59 H -0.530145 -4.317729 -1.550766
60 H -0.900258 -2.142193 1.954946
61 H -3.159248 -1.323618 1.316668

Forces on the atoms, in the same order (eV/Å):
0.9976 -0.2990 -0.3740
0.0255 -0.0108 -0.0059
0.2767 0.0586 0.1238
0.0860 -0.0749 0.0261
-0.1466 -0.0841 0.0689
-0.0366 -0.0576 -0.1670
-0.0092 -0.0175 0.0056
0.0614 0.0612 0.0121
-0.0532 -0.0374 0.0200
0.0173 0.0146 -0.0136
0.0908 0.0194 -0.0315
0.0193 0.0673 0.0041
0.0047 0.0119 0.0079
-0.1498 -0.0145 -0.0940
-0.3060 -0.1050 0.2211
-0.0099 0.0200 0.0584
-0.0403 -0.0112 0.0124
0.0055 0.0033 -0.0215
0.0075 -0.0108 0.0034
-0.0059 0.0166 -0.0232
-0.0232 0.1084 0.0039
-0.0414 -0.0338 -0.0234
-0.0149 -0.0638 0.0195
0.0084 0.0077 0.0146
-0.0474 0.0212 0.0109
0.0550 -0.0454 0.0616
-0.0696 0.0749 -0.0746
-0.0028 -0.0116 0.0088
-0.0098 0.0131 -0.0036
-0.0024 0.0005 -0.0129
-0.0127 -0.0165 -0.0041
0.0043 0.0025 0.0063
-0.0002 0.0128 0.0087
-0.0121 -0.0005 0.0050
0.0313 -0.0205 -0.0455
0.0126 0.0033 0.0032
-0.0178 -0.0471 0.0521
0.0011 -0.0082 0.0036
0.0047 -0.0008 -0.0075
0.0028 0.0069 -0.0012
0.0263 -0.0399 -0.0140
-0.0055 -0.0009 -0.0060
0.0057 0.0010 -0.0017
0.0006 0.0030 0.0046
0.0080 0.0235 -0.0028
0.1238 0.0184 -0.0162
0.0151 -0.0361 0.0021
-0.0481 0.0137 0.1002
0.0709 -0.0262 -0.0397
-0.0056 -0.0376 -0.1595
-0.0143 -0.0305 -0.0130
0.0439 -0.0260 -0.0547
-0.4290 0.6770 0.2852
-0.6154 -0.1804 0.0825
-0.0594 -0.0762 0.0729
0.0026 0.0019 -0.0096
0.0059 0.0204 -0.0122
0.0157 0.0090 0.0098
-0.0099 0.0065 -0.0220
0.1619 0.1717 -0.0798
0.0061 -0.0458 0.0154

Values from the calculation:
- HOMO (alpha / beta): -0.4156 / -0.4348 Ha
- LUMO level (alpha / beta): -4.75 / -5.15 eV
- Expectation value of S²: 2.0857
- Spin multiplicity: 3
- Energy relative to the best compared isomer or geometry (same formula, charge and spin): 1.050 eV
- Total charge: +1
- DFT total energy: -2850.99176 hartree

=====

# 6
CH4NO4P | ωB97M-V/def2-TZVPD

Cartesian coordinates (Å):
1 C -0.783943 0.360861 -1.292330
2 N -1.155460 1.163255 -0.396372
3 O 1.471353 -2.155152 0.665762
4 O 1.738532 0.359786 0.885104
5 O 0.230537 -0.482065 -1.111880
6 O -0.510123 -0.651938 1.336647
7 P 0.783551 -0.873608 0.472546
8 H -1.043439 0.308409 -2.307830
9 H -1.868803 1.771957 -0.727309
10 H -1.068957 0.111551 0.820535
11 H 2.206752 0.086944 1.655127

Forces on the atoms, in the same order (eV/Å):
1.5883 0.4981 0.4845
-0.3043 -0.4730 0.1284
-0.6746 0.6179 -0.8724
-1.1727 0.1195 -1.9775
1.1471 -1.2098 2.0044
-1.0854 0.8858 -1.5620
0.0125 0.2213 0.7674
-0.9077 0.1940 -1.3415
-0.7563 0.5447 -0.1512
1.2724 -1.0943 1.4791
0.8807 -0.3041 1.0408

Values from the calculation:
- HOMO: -0.4062 Ha
- LUMO level: 0.57 eV
- SMILES: [H]/N=C/OP(=O)(O)O
- Energy relative to the best compared isomer or geometry (same formula, charge and spin): 0.000 eV
- Total charge: 0
- DFT total energy: -737.68068 hartree